P) Here is a single C7H14N2 molecule from the Open Molecules 2025 dataset. Energies are from ωB97M-V with the def2-TZVPD basis set.

Results
SMILES   [H]/N=C(/NC(=C)C)C(C)C

```
23
C7H14N2 | the Open Molecules 2025 dataset | ωB97M-V with the def2-TZVPD basis set
C -0.83 -1.27 -0.06
C -0.62 -1.98 -1.39
C -1.18 -2.22 1.07
C 1.78 2.15 -0.44
N 0.06 0.85 0.81
C 0.37 -0.40 0.32
C 0.48 2.08 0.31
C -0.28 3.18 0.44
N 1.59 -0.83 0.19
H -0.88 0.92 1.20
H -1.68 -0.59 -0.20
H 1.61 -1.78 -0.18
H -1.58 -2.37 -1.77
H -0.22 -1.30 -2.15
H 0.07 -2.83 -1.30
H -0.40 -2.97 1.23
H -2.11 -2.75 0.84
H -1.33 -1.68 2.01
H 2.62 1.87 0.22
H 1.77 1.48 -1.31
H 1.98 3.16 -0.81
H -1.24 3.15 0.95
H 0.02 4.13 0.01
```

=====

Q) Here is 2 unconnected molecules or ions with the total composition C7H14N2 from the Open Molecules 2025 dataset. Energies are from ωB97M-V with the def2-TZVPD basis set.

Results
SMILES   Cc1c[nH]cn1.CCC

```
23
C7H14N2 | the Open Molecules 2025 dataset | ωB97M-V with the def2-TZVPD basis set
C -2.27 -0.46 -2.92
C -2.04 1.03 0.39
C -2.19 -0.09 -1.44
C -1.39 -0.83 -0.56
N -2.57 1.03 -0.79
N -1.39 -0.18 0.63
H -2.04 1.81 1.14
H -0.81 -0.47 1.40
H -0.76 -1.66 -0.85
H -1.38 -0.97 -3.27
H -2.39 0.50 -3.42
H -3.14 -1.10 -3.00
C 2.16 -0.23 0.71
C 2.48 -0.58 2.19
C 1.49 1.13 0.55
H 3.11 -0.30 0.17
H 1.59 -0.99 0.17
H 1.86 -1.42 2.49
H 0.78 1.02 -0.29
H 0.88 1.50 1.36
H 2.21 1.84 0.14
H 3.53 -0.82 2.35
H 2.26 0.24 2.87
```

=====

R) Here is a single C7H14N2 molecule from the Open Molecules 2025 dataset. Energies are from ωB97M-V with the def2-TZVPD basis set.

Results
SMILES   CC1(C)[C@@H]2C(N)(N)[C@]21C

```
23
C7H14N2 | the Open Molecules 2025 dataset | ωB97M-V with the def2-TZVPD basis set
C -1.20 1.05 -1.33
C -1.86 -1.03 0.84
C 0.26 -2.26 0.92
C 1.13 1.11 -0.14
C -0.30 0.64 -0.19
C -0.37 -0.92 0.61
N 1.76 1.41 1.12
N 1.69 1.95 -1.15
C 0.68 -0.35 -0.40
H 1.50 2.36 1.39
H 1.40 0.80 1.85
H 1.64 1.51 -2.07
H 2.67 2.09 -0.95
H 0.86 -0.79 -1.38
H -1.95 0.29 -1.56
H -1.72 1.98 -1.07
H -0.65 1.23 -2.26
H -2.39 -0.07 0.85
H -2.33 -1.68 0.09
H -0.01 -2.99 0.14
H 1.35 -2.22 0.99
H -2.07 -1.45 1.83
H -0.10 -2.66 1.88
```

=====

S) Here is 2 unconnected molecules or ions with the total composition C7H14N2 from the Open Molecules 2025 dataset. Energies are from ωB97M-V with the def2-TZVPD basis set.

Results
SMILES   Cc1c[nH]cn1.CCC

```
23
C7H14N2 | the Open Molecules 2025 dataset | ωB97M-V with the def2-TZVPD basis set
C -0.34 2.81 0.12
C -0.85 -0.30 1.78
C -0.78 1.47 0.57
C -1.70 0.64 0.01
N -0.27 0.85 1.69
N -1.72 -0.51 0.75
H -0.52 -1.07 2.46
H -2.45 -1.20 0.72
H -2.30 0.73 -0.88
H 0.45 3.13 0.79
H -1.04 3.58 0.45
H 0.00 2.90 -0.91
C 1.34 -1.05 -1.00
C 2.75 -0.85 -1.50
C 0.70 -2.39 -1.42
H 1.33 -1.02 0.10
H 0.69 -0.22 -1.29
H 2.76 -0.65 -2.58
H 1.39 -3.18 -1.12
H -0.26 -2.45 -0.91
H 0.63 -2.42 -2.50
H 3.34 -0.11 -0.96
H 3.36 -1.75 -1.39
```

=====

The most stable structure shown above is S); the least stable is R).